Model one:
Density functional theory data (ωB97M-V with the def2-TZVPD basis set) for a 2-piece molecular cluster, C7H17NO overall.

## Properties
Lowest unoccupied orbital energy (Eh): 0.0301
Highest occupied orbital energy (eV): -9.02

Geometry as ORCA input:
```
! wB97M-V def2-TZVPD RIJCOSX def2/J DEFGRID3
* xyz 0 1
C -2.04179 0.62832 1.58473
C -0.66089 -0.03899 1.46348
N 0.44901 0.86786 1.69317
C 0.95278 0.89737 3.05561
C 0.89176 1.86679 0.85632
C 0.92381 1.51448 -0.63052
O 1.31176 2.92340 1.27998
H -2.79555 -0.13386 1.42849
H -2.20805 1.52975 0.99930
H -2.02354 0.99847 2.61565
H -0.55665 -0.82329 2.18719
H -0.58471 -0.42689 0.44636
H 1.27458 1.84350 3.50458
H 0.15896 0.78081 3.76667
H 1.82487 0.25014 3.14073
H 0.01393 1.90873 -1.07502
H 1.80246 1.97096 -1.08036
H 1.15627 0.45247 -0.66655
C -0.60837 -1.78629 -2.82327
C 0.65043 -2.51540 -3.30280
H -0.48923 -1.19428 -1.91286
H -0.93786 -1.01717 -3.52411
H -1.42870 -2.47831 -2.64979
H 0.37325 -3.50739 -3.64899
H 1.12068 -2.03403 -4.16329
H 1.43077 -2.47714 -2.54470
*
```


Model two:
Density functional theory data (ωB97M-V with the def2-TZVPD basis set) for a 3-piece molecular cluster, C7H17NO overall.

## Properties
Lowest unoccupied orbital energy (Eh): 0.0364
Highest occupied orbital energy (eV): -6.69

Geometry as ORCA input:
```
! wB97M-V def2-TZVPD RIJCOSX def2/J DEFGRID3
* xyz 0 1
C 0.89279 0.22492 0.75273
C 1.11970 -1.85044 0.66735
C -0.30334 0.10504 -0.00647
C -0.41664 2.08378 -0.64516
C 1.19087 -2.56264 -0.65972
C -1.59124 -0.16994 0.72500
C -1.78800 2.45910 -1.15434
N 2.09910 0.77654 0.34907
O 0.31337 -2.50549 1.61895
H -0.48387 -2.83123 1.18067
H 0.73772 0.32525 1.82591
H 2.11053 -1.78851 1.11875
H -0.27574 -0.30868 -1.01025
H 2.74175 1.01068 1.09306
H 2.12539 1.50570 -0.35128
H -0.07440 2.74976 0.14961
H 0.32348 2.07067 -1.44991
H 1.53400 -3.60133 -0.54721
H 1.87834 -2.04936 -1.33668
H 0.21119 -2.60239 -1.15003
H -1.55516 0.17068 1.76166
H -2.43649 0.33609 0.25542
H -1.87033 -1.22724 0.68477
H -2.18626 1.69925 -1.83649
H -1.79450 3.41243 -1.70436
H -2.50225 2.56736 -0.33107
*
```


The least stable of them is model two.


Model one:
Density functional theory data (ωB97M-V with the def2-TZVPD basis set) for a single C3HN3O2 molecule.

## Properties
Lowest unoccupied orbital energy (Eh): 0.0048
Highest occupied orbital energy (eV): -10.39

Geometry as ORCA input:
```
! wB97M-V def2-TZVPD RIJCOSX def2/J DEFGRID3
* xyz 0 1
N 2.93765 -0.19617 -0.01654
C 1.78200 -0.30233 0.01926
C 0.36378 -0.35441 0.01011
N -0.40176 -1.48890 0.00231
N -1.61073 -1.21055 -0.01028
O -1.73677 0.21942 0.00243
C -0.51907 0.69931 -0.00110
O -0.36473 2.00453 -0.00572
H 0.57567 2.22233 0.02828
*
```


Model two:
Density functional theory data (ωB97M-V with the def2-TZVPD basis set) for a single C3HN3O2 molecule.

## Properties
Lowest unoccupied orbital energy (Eh): -0.0263
Highest occupied orbital energy (eV): -10.49

Geometry as ORCA input:
```
! wB97M-V def2-TZVPD RIJCOSX def2/J DEFGRID3
* xyz 0 1
C -0.86999 1.10963 0.27339
O -0.21756 1.11893 1.44586
N 0.77922 0.10849 1.54835
C 0.62129 -0.50992 0.39338
O 1.33106 -1.42533 -0.20965
N 0.66039 -1.55484 -1.51597
N -0.30742 -0.75081 -1.57291
C -0.35820 0.07348 -0.46487
H -1.63880 1.83037 0.10242
*
```


The least stable of them is model two.


Model one:
Density functional theory data (ωB97M-V with the def2-TZVPD basis set) for a 2-piece molecular cluster, C3HN3O2 overall.

## Properties
Lowest unoccupied orbital energy (Eh): 0.0097
Highest occupied orbital energy (eV): -11.30

Geometry as ORCA input:
```
! wB97M-V def2-TZVPD RIJCOSX def2/J DEFGRID3
* xyz 0 1
N 2.75214 -1.28318 -0.29230
C 2.17798 -0.30325 -0.14810
N 1.60555 0.84350 0.02661
C 0.66085 1.56200 0.16057
O -0.13987 2.37745 0.29014
N -1.50766 -0.17908 -0.25142
C -1.76154 -1.29795 0.07503
O -1.82568 -2.42201 0.31761
H -1.96178 0.70252 -0.17815
*
```


Model two:
Density functional theory data (ωB97M-V with the def2-TZVPD basis set) for a 2-piece molecular cluster, C3HN3O2 overall.

## Properties
Lowest unoccupied orbital energy (Eh): 0.0002
Highest occupied orbital energy (eV): -8.60

Geometry as ORCA input:
```
! wB97M-V def2-TZVPD RIJCOSX def2/J DEFGRID3
* xyz 0 1
C 0.32856 0.13582 0.41969
C 1.24778 1.10444 0.34538
C -0.18224 1.14423 -1.72963
N -0.89195 0.32194 1.04256
N -1.30563 1.24976 1.63723
N -1.95509 2.03104 2.14241
O -0.66677 2.15436 -1.84854
O 2.07336 1.86270 0.07490
H 0.73909 -0.86578 0.69506
*
```


The least stable of them is model two.


Model one:
Density functional theory data (ωB97M-V with the def2-TZVPD basis set) for C56H43IN9O2PRe as an isolated structure.

## Properties
Lowest unoccupied orbital energy (alpha / beta) (Eh): -0.2727 / -0.2912
Highest occupied orbital energy (alpha / beta) (eV): -11.48 / -11.48
Expectation value of S²: 3.858

Geometry as ORCA input:
```
! wB97M-V def2-TZVPD RIJCOSX def2/J DEFGRID3
* xyz 2 4
Re 1.73869 1.17724 2.00284
C 7.92470 2.75174 0.41781
C 7.31450 3.73759 -0.30426
C 5.96416 3.92156 -0.30636
C 5.14392 3.14203 0.54556
C 3.75447 3.06556 0.77603
N 2.82560 3.86356 0.28040
C 1.50731 3.68679 0.32594
C 0.50612 4.48567 -0.26784
C 0.62361 5.55087 -1.16748
C -0.55271 5.95597 -1.85563
C -1.80476 5.47838 -1.44367
C -1.92907 4.45868 -0.51872
C -0.73772 3.93622 0.04668
C -0.52284 2.97299 1.05647
N -1.48187 2.25653 1.65857
C -1.21307 1.41331 2.67795
N 0.01925 0.89222 3.04001
C -0.09328 0.21328 4.25956
N 0.79108 -0.65159 4.76316
C 2.12825 -0.61305 4.46551
N 2.82129 0.22721 3.52095
C 4.05885 -0.40667 3.23101
N 5.07001 0.15457 2.54957
C 4.82807 1.32088 1.95212
N 3.58600 1.90588 1.57270
C 5.82344 2.09222 1.25055
C 7.21005 1.83783 1.16626
C 4.22985 -1.53599 4.08506
C 5.16832 -2.55523 4.12906
C 5.11959 -3.44923 5.17852
C 3.91810 -3.67040 5.89938
C 2.85865 -2.88364 5.62362
C 3.00294 -1.69284 4.84132
C -1.45867 0.19590 4.61244
C -2.18097 -0.62876 5.48329
C -3.58623 -0.74383 5.32129
C -4.26864 0.05152 4.39480
C -3.52702 0.90811 3.52548
C -2.16526 0.89124 3.57986
N 0.89954 2.75154 1.11900
H 8.99272 2.65102 0.42551
H 8.00818 4.36554 -0.90235
H 5.59186 4.77460 -0.86660
H 1.58724 6.00230 -1.24031
H -0.52923 6.73526 -2.63619
H -2.68203 5.97860 -1.86240
H -2.90017 3.98476 -0.27240
H 7.60349 0.97951 1.74078
H 5.87881 -2.56457 3.32517
H 5.95685 -4.08212 5.53981
H 3.84995 -4.44879 6.65612
H 1.90256 -3.09391 6.02182
H -1.63211 -1.30834 6.12954
H -4.15157 -1.48757 5.91189
H -5.34847 -0.04068 4.23140
H -4.07773 1.48392 2.76320
C 0.37676 -7.16659 3.20732
C -0.33705 -5.84483 3.07248
C 0.83107 -4.80967 3.23471
O 1.90229 -5.43351 4.02640
C 1.76906 -6.85371 3.83991
H 0.52655 -7.70470 2.27096
H -0.10295 -7.89953 3.89454
H -1.03541 -5.76397 3.96558
H -0.88079 -5.80510 2.13042
H 0.49680 -3.89073 3.71356
H 1.23054 -4.61183 2.24333
H 1.99494 -7.42850 4.78985
H 2.54567 -7.21354 3.10753
C -6.49362 3.19700 -6.14607
C -6.35070 3.24659 -4.72842
C -5.27731 2.60651 -4.17641
C -4.32006 1.97287 -4.96112
C -4.53111 1.85344 -6.35459
C -5.63414 2.45048 -6.91401
P -3.03019 1.27774 -3.97711
C -4.12726 -0.14269 -3.66345
C -4.50819 -1.11832 -4.62303
C -5.23949 -2.25653 -4.29268
C -5.77562 -2.30145 -3.01014
C -5.53086 -1.29667 -2.06630
C -4.77027 -0.21171 -2.44064
C -1.92136 0.52690 -5.16509
C -1.43640 1.39880 -6.16129
C -0.23435 1.06790 -6.74014
C 0.42169 -0.09972 -6.53400
C -0.23575 -1.10958 -5.80639
C -1.25487 -0.65825 -4.95169
H -7.29333 3.77912 -6.64394
H -7.04264 3.89223 -4.15079
H -5.20776 2.55289 -3.10419
H -3.95280 1.17062 -6.94757
H -5.74993 2.26040 -7.98928
H -4.17933 -1.04906 -5.62078
H -5.41152 -3.08221 -4.97788
H -6.26941 -3.11975 -2.62357
H -6.01023 -1.32392 -1.08943
H -4.45598 0.54427 -1.76591
H -1.95859 2.35501 -6.35935
H 0.18884 1.82309 -7.40723
H 1.37532 -0.35302 -6.96037
H 0.21995 -2.06853 -5.61537
H -1.42402 -1.11364 -3.97821
N 0.86112 -0.46483 -0.61757
C 1.65678 -1.23021 0.12890
O 1.90856 -1.01214 1.36604
C 2.43928 -2.31141 -0.54004
I 4.11502 -1.31097 -1.64116
H 0.10315 0.10360 -0.19535
H 0.89475 -0.60481 -1.60164
H 1.81868 -2.91339 -1.15741
H 2.94186 -2.89579 0.25423
*
```


Model two:
Density functional theory data (ωB97M-V with the def2-TZVPD basis set) for C56H43IN9O2PRe as an isolated structure.

## Properties
Lowest unoccupied orbital energy (alpha / beta) (Eh): -0.2676 / -0.2818
Highest occupied orbital energy (alpha / beta) (eV): -11.96 / -12.00
Expectation value of S²: 3.840

Geometry as ORCA input:
```
! wB97M-V def2-TZVPD RIJCOSX def2/J DEFGRID3
* xyz 2 4
Re 1.32021 -0.01678 -0.82849
C 1.34058 6.21479 1.30017
C 0.15964 6.36981 0.54902
C -0.22610 5.38276 -0.36460
C 0.45225 4.16763 -0.36908
C 0.23251 2.85944 -0.94460
N -0.73675 2.65173 -1.85765
C -0.71575 1.51680 -2.55985
C -1.59101 1.27415 -3.67664
C -2.69616 1.98160 -4.12344
C -3.45764 1.46694 -5.17085
C -3.10346 0.24768 -5.75373
C -1.96476 -0.43492 -5.35226
C -1.21677 0.05306 -4.27584
C -0.22146 -0.58049 -3.43765
N 0.13724 -1.87120 -3.54924
C 1.01390 -2.38918 -2.69596
N 1.79525 -1.69204 -1.77697
C 3.01613 -2.40642 -1.60318
N 4.23694 -1.89067 -1.55392
C 4.42071 -0.60940 -1.22737
N 3.44351 0.29232 -0.74128
C 4.08778 1.52826 -0.51049
N 3.59661 2.63392 0.01753
C 2.29167 2.80985 0.00754
N 1.27745 2.02172 -0.61432
C 1.69184 4.07457 0.32465
C 2.14771 5.09545 1.12828
C 5.50818 1.34909 -0.75191
C 6.56163 2.23913 -0.65774
C 7.84038 1.74587 -0.79963
C 8.06589 0.40865 -1.18166
C 6.99322 -0.43112 -1.42896
C 5.69417 0.04413 -1.20854
C 2.82154 -3.71465 -2.18581
C 3.48336 -4.91933 -1.99326
C 2.86610 -6.10544 -2.35253
C 1.65917 -6.07608 -3.07888
C 1.07882 -4.86966 -3.42973
C 1.61415 -3.69443 -2.90519
N 0.05150 0.32152 -2.38706
H 1.70011 6.96043 2.01331
H -0.47647 7.23976 0.65315
H -1.10691 5.50158 -1.01180
H -2.94416 2.94995 -3.62592
H -4.31808 2.00578 -5.52510
H -3.70395 -0.16900 -6.54820
H -1.61550 -1.37861 -5.83029
H 3.11463 4.96892 1.61758
H 6.36218 3.29873 -0.48454
H 8.67685 2.39025 -0.57734
H 9.08673 0.01206 -1.19036
H 7.14577 -1.46370 -1.77711
H 4.45720 -4.89359 -1.47285
H 3.31369 -7.06046 -2.07124
H 1.18482 -7.00244 -3.37484
H 0.17466 -4.76923 -4.02790
C 2.62563 -0.60225 3.98333
C 1.57469 -1.74472 3.79619
C 1.51904 -1.97664 2.30567
O 1.85861 -0.68811 1.71969
C 2.83088 -0.03922 2.57905
H 3.54602 -1.01086 4.37212
H 2.29080 0.17681 4.68439
H 0.59700 -1.39959 4.16901
H 1.86776 -2.65222 4.32422
H 0.52832 -2.25350 1.90249
H 2.25213 -2.72003 1.97052
H 2.64398 1.04564 2.49186
H 3.84211 -0.24419 2.21499
C -3.30339 -2.38084 4.99238
C -2.58309 -2.91247 3.93222
C -2.31024 -2.11057 2.81875
C -2.74292 -0.76608 2.77887
C -3.48431 -0.24982 3.87193
C -3.81682 -1.08045 4.95194
P -2.33039 0.34288 1.39507
C -3.93053 0.57144 0.56202
C -4.99643 -0.34840 0.74786
C -6.07760 -0.32303 -0.14316
C -6.11994 0.63427 -1.17465
C -5.09627 1.55904 -1.31462
C -3.97795 1.50785 -0.47436
C -2.07101 1.92843 2.23763
C -0.90752 2.00203 3.01103
C -0.62249 3.12240 3.79600
C -1.46354 4.21340 3.72709
C -2.58918 4.17937 2.89659
C -2.95632 3.03267 2.22858
H -3.50830 -3.00559 5.87003
H -2.23246 -3.94059 3.95925
H -1.70793 -2.55139 2.01357
H -3.78029 0.81402 3.87022
H -4.41104 -0.65240 5.75715
H -5.01373 -1.09469 1.56739
H -6.85474 -1.06356 0.00484
H -7.00718 0.69999 -1.80443
H -5.07228 2.31673 -2.12129
H -3.12213 2.21180 -0.60208
H -0.28660 1.07468 3.05949
H 0.21375 3.10063 4.50147
H -1.32311 5.11169 4.32516
H -3.15573 5.08666 2.76679
H -3.93375 2.96646 1.75252
N -1.74555 -4.91513 -0.15898
C -1.86325 -3.64609 -0.67152
O -0.97710 -2.78443 -0.46901
C -3.15753 -3.35089 -1.37324
I -3.03678 -3.85167 -3.53139
H -0.81087 -5.10025 0.14112
H -2.36324 -5.65022 -0.50550
H -3.44837 -2.29364 -1.40308
H -4.02049 -3.93483 -1.04859
*
```


The least stable of them is model one.


Model one:
Density functional theory data (ωB97M-V with the def2-TZVPD basis set) for a single C4H2 molecule.

## Properties
Lowest unoccupied orbital energy (Eh): -0.0311
Highest occupied orbital energy (eV): -9.96

Geometry as ORCA input:
```
! wB97M-V def2-TZVPD RIJCOSX def2/J DEFGRID3
* xyz 0 1
C 0.05625 -0.02507 -0.50977
C -0.64730 0.68074 -1.18269
C 0.61193 -0.76257 0.55772
C 1.64288 -1.46461 0.95855
H -1.21885 1.34282 -1.78738
H -0.15900 -0.63060 1.33288
*
```


Model two:
Density functional theory data (ωB97M-V with the def2-TZVPD basis set) for a single C4H2 molecule.

## Properties
Lowest unoccupied orbital energy (alpha / beta) (Eh): -0.1042 / -0.0533
Highest occupied orbital energy (alpha / beta) (eV): -9.91 / -10.72

Geometry as ORCA input:
```
! wB97M-V def2-TZVPD RIJCOSX def2/J DEFGRID3
* xyz 0 1
C -1.72146 0.13075 0.07895
C -2.63476 -0.65323 0.01057
C 0.06368 0.68896 0.07343
C 1.10709 0.02208 -0.04888
H 1.35515 -0.82993 -0.66772
H 1.83030 0.64136 0.55365
*
```


The least stable of them is model two.